The following is a quantum chemistry calculation of a structure of composition C31H60N8O13SZn, from the OMol25 dataset.

Structure (XYZ):
```
114
C31H60N8O13SZn | the OMol25 dataset | ωB97M-V/def2-TZVPD
Zn -9.2581 -22.1581 16.0146
S -6.8025 -21.2880 15.5660
O -9.5138 -23.9535 14.9046
O -6.4679 -24.8780 10.5869
O -6.0550 -20.3512 16.4106
O -10.6199 -16.6661 16.5085
O -8.1170 -20.6777 15.1690
O -1.7728 -19.9394 12.4728
O -6.5298 -23.6775 21.7326
O -5.9734 -17.8672 20.2435
O -10.6231 -22.1515 14.4928
O -7.3136 -22.4890 16.3265
O -5.9603 -21.7042 14.4613
O -10.0046 -18.9714 10.3236
O -2.9455 -20.6610 19.4156
N -3.9621 -20.4428 12.7394
N -10.5792 -20.4668 11.9102
N -4.1490 -25.3210 16.4176
N -10.0851 -28.9569 16.1902
N -5.8857 -18.1509 17.9317
N -5.6518 -23.7318 12.3556
N -8.8409 -17.9112 15.9244
N -5.0383 -23.2251 19.3787
C -2.8903 -24.5473 16.4946
C -6.4246 -25.4448 15.8044
C -7.1979 -24.1620 22.8635
C -7.7545 -27.5085 16.2182
C -8.9028 -29.5989 16.1266
C -2.6984 -20.2468 13.1919
C -4.7772 -22.0707 18.5385
C -10.4445 -23.3849 14.2401
C -7.9337 -23.2923 11.6400
C -2.4794 -20.5203 14.6676
C -11.2745 -24.0901 13.2293
C -8.9826 -26.8688 16.2820
C -10.1860 -17.6574 15.9577
C -6.7360 -24.4831 20.5886
C -3.3044 -21.6773 18.4877
C -8.5467 -19.1257 12.1892
C -4.3956 -17.9476 18.0187
C -6.6335 -24.0462 11.4555
C -5.2083 -24.7855 15.7966
C -10.1374 -27.6213 16.2283
C -9.7689 -19.4960 11.3887
C -11.3111 -29.7825 16.3116
C -4.1880 -26.5573 16.9531
C -7.8426 -19.0081 19.2760
C -11.1019 -18.6942 15.3720
C -7.7247 -28.8976 16.0797
C -5.3429 -27.2842 16.8807
C -6.5248 -18.3074 19.2943
C -2.9085 -21.0734 20.7689
C -6.4815 -26.7429 16.2758
C -6.4369 -23.6189 19.3833
H -12.1584 -29.1126 16.4208
H -3.8344 -21.5285 21.1237
H -2.7537 -20.1548 21.3352
H -4.2408 -20.1773 11.8107
H -8.2826 -24.2717 22.7247
H -7.8240 -22.2863 11.2333
H -6.3005 -17.3343 17.4801
H -4.7320 -23.1031 20.3351
H -2.1722 -25.0318 15.8335
H -8.6857 -23.7978 11.0377
H -12.2285 -23.5828 13.1046
H -11.5133 -25.1051 13.5337
H -2.6580 -22.5408 18.6809
H -7.7554 -24.8802 20.5202
H -8.2337 -23.2817 12.6868
H -10.4211 -20.8006 12.8434
H -7.0910 -23.4627 23.6920
H -6.6783 -24.1738 18.4716
H -8.9416 -30.6786 16.0990
H -11.2565 -30.3927 17.2099
H -11.9449 -18.2071 14.8903
H -7.9800 -19.9352 12.6477
H -4.2260 -16.9701 18.4493
H -3.2499 -20.0768 15.3017
H -8.1111 -19.3225 20.2774
H -5.3828 -21.1665 18.6732
H -8.9068 -18.4440 12.9686
H -6.0488 -25.3383 20.6705
H -4.0011 -18.0791 17.0156
H -2.0507 -21.7229 20.9661
H -9.0396 -25.7907 16.3300
H -3.0817 -23.5168 16.2224
H -10.7137 -24.0359 12.2944
H -5.0490 -23.8185 15.3349
H -6.1218 -19.0285 17.3992
H -8.5114 -18.7945 15.5621
H -2.4294 -21.5995 14.8265
H -4.0044 -18.7558 18.6327
H -6.8259 -25.1336 23.2117
H -2.4939 -24.5943 17.5054
H -3.1074 -21.2630 17.4985
H -6.8071 -29.4612 15.9921
H -7.8781 -18.5609 11.5458
H -7.1012 -22.7478 19.4953
H -3.2381 -26.8938 17.3424
H -5.3914 -28.2577 17.3489
H -8.2117 -17.2087 16.2658
H -11.3951 -19.5127 16.0247
H -10.5866 -19.1517 14.5137
H -11.4117 -30.4087 15.4308
H -11.1035 -27.1651 16.3938
H -5.0195 -22.3910 17.5201
H -1.5246 -20.0753 14.9359
H -8.6158 -18.3311 18.8941
H -5.8046 -22.9923 13.0259
H -7.2541 -24.8744 15.3994
H -7.8188 -19.8335 18.5582
H -4.6815 -20.7880 13.3579
H -11.4479 -20.6529 11.4396
H -4.8263 -24.3005 12.4169
```

- charge = +2
- E_tot (eV) = -130900.484
- orbital gap (hartree) = 0.19096

---

The following is a quantum chemistry calculation of a cluster of 2 separate species, C31H60NO4P in total, from the OMol25 dataset.

Structure (XYZ):
```
97
C31H60NO4P | the OMol25 dataset | ωB97M-V/def2-TZVPD
P -4.2374 5.0178 -0.1765
O -3.6836 3.9223 -1.3003
O -3.1615 6.2485 0.0709
O -2.1107 4.5134 2.2034
O -4.6565 2.7201 1.0978
N -5.9952 6.0664 1.6129
C -1.5800 3.4556 1.4917
C 2.3819 -0.7054 0.4127
C 2.1490 -0.8646 -1.1089
C -0.3991 2.7635 -0.4713
C -4.5179 4.0851 1.4691
C 2.4623 0.7607 0.8394
C 1.5343 -2.2224 -1.4947
C 2.0144 0.3924 4.6842
C 4.9018 -3.4529 -2.7653
C -5.8809 4.6626 2.0177
C -0.5362 1.4626 -0.0584
C 6.6680 -2.3837 -5.9065
C -3.4820 4.3584 2.5952
C -4.5050 -0.1303 0.6419
C 0.4672 0.4547 4.7126
C -1.6594 2.1441 1.8948
C -2.1112 -3.1683 -0.2449
C 6.6381 -3.7983 -5.3358
C 2.5005 -0.1840 3.3097
C 2.7566 1.0100 2.3552
C -0.5856 -2.9691 -0.2278
C 4.3426 -3.5753 -4.1814
C 5.2239 -4.3505 -5.1624
C -2.9547 -1.8891 -0.4624
C -0.9289 3.7574 0.3213
C -5.2385 1.8816 2.0855
C 5.0758 -4.7981 -2.0674
C -4.6841 0.4556 2.0527
C -1.1414 1.1308 1.1260
C -3.7555 -1.4868 0.7923
C -0.0110 -2.2649 -1.4730
H 1.9713 -3.0134 -0.8732
H -3.6948 -2.1178 -1.2392
H 1.8390 -2.4096 -2.5328
H -0.1347 -3.9699 -0.2244
H 2.0927 1.8204 2.6848
H 3.1521 -0.8410 -1.5644
H 3.3006 -1.2337 0.6890
H 5.8573 -2.9205 -2.7766
H -5.6442 6.6998 2.3190
H 3.7722 1.4017 2.4713
H -6.3125 1.8001 1.8499
H -1.2236 0.0942 1.4364
H 7.6978 -2.0472 -6.0384
H 1.6186 -0.0046 -1.5336
H -0.3203 -2.8812 -2.3307
H -6.6474 4.1106 1.4668
H 0.1052 3.0257 -1.3942
H 1.5144 -1.1706 0.8973
H -4.4970 -2.2815 0.9594
H 0.0911 1.4424 4.4243
H -2.3845 -3.5904 0.7334
H -5.4273 -0.1630 2.5768
H -3.8994 0.4930 -0.0195
H -3.7536 0.3360 2.6170
H 3.3636 -4.0644 -4.1353
H -0.1419 0.6818 -0.7058
H -3.7686 5.3072 3.0611
H -0.3001 -2.4297 0.6846
H 5.2906 -5.3954 -4.8455
H -2.3700 6.1696 -0.4782
H -6.9250 6.3166 1.3152
H 0.0834 0.2136 5.7100
H 4.2171 -2.8391 -2.1749
H 2.3864 -0.2553 5.4832
H -3.5277 3.6052 3.3958
H -3.0989 -1.4879 1.6740
H -5.1564 2.2533 3.1144
H 3.4579 -0.6860 3.4805
H -5.4895 -0.3804 0.2343
H -0.8283 4.7912 0.0072
H 4.1222 -5.3275 -2.0035
H 3.3020 1.2041 0.2815
H 7.1864 -4.4589 -6.0131
H 0.0043 -0.2625 4.0247
H 5.4497 -4.6568 -1.0520
H 1.7087 -0.8507 2.9742
H 4.1550 -2.5714 -4.5745
H 6.1742 -2.3463 -6.8799
H 4.7265 -4.3659 -6.1375
H -4.1672 4.1651 -2.0973
H 6.1747 -1.6697 -5.2448
H -0.4627 -1.2819 -1.6343
H -5.9609 4.5235 3.1009
H 5.7876 -5.4378 -2.5918
H 7.1765 -3.8220 -4.3844
H -2.3627 -1.0226 -0.7751
H -2.1503 1.9543 2.8463
H -2.4045 -3.9287 -0.9781
H 2.3948 1.4108 4.8008
H 1.5799 1.3451 0.5687
```

- E_tot (eV) = -52088.241
- orbital gap (hartree) = 0.29281